No. 1
The following is a quantum chemistry calculation of 14 unconnected molecules or ions with the total composition C35H104N6O14 at a distorted geometry, from OMol25.

Each line ends with the Mulliken charge.
CARTESIAN COORDINATES (ANGSTROEM)
C1 -2.517 4.826 -3.288  -0.78
C2 -1.993 4.318 -4.703  -0.18
O1 -2.703 4.795 -5.814  -0.59
H1 -2.352 4.149 -2.450  0.03
H2 -3.604 4.757 -3.338  0.46
H3 -2.414 5.908 -3.215  0.42
H4 -2.139 3.238 -4.717  0.25
H5 -0.918 4.404 -4.860  0.14
H6 -3.565 4.393 -5.945  0.34
C3 -4.734 3.704 4.207  -1.35
C4 -3.551 2.821 3.768  0.58
O2 -2.427 3.700 3.645  -0.69
H7 -4.799 4.706 3.785  0.30
H8 -4.773 3.843 5.288  0.32
H9 -5.705 3.246 4.017  0.36
H10 -3.635 2.289 2.820  -0.19
H11 -3.320 2.054 4.507  0.31
H12 -2.654 4.269 2.906  0.36
C5 4.945 2.093 -0.031  -0.84
C6 4.157 2.951 0.996  0.96
O3 4.938 3.843 1.757  -0.63
H13 5.804 1.635 0.459  0.37
H14 5.248 2.641 -0.924  0.35
H15 4.375 1.258 -0.439  -0.04
H16 3.522 2.258 1.548  -0.15
H17 3.477 3.537 0.378  -0.49
H18 5.215 3.410 2.568  0.37
C7 2.292 6.355 -3.036  -1.71
C8 2.005 4.908 -2.557  1.53
C9 3.239 4.039 -2.636  0.20
O4 3.861 4.107 -3.948  -0.48
C10 3.123 3.506 -5.036  -0.60
N1 1.518 4.980 -1.215  -0.55
H19 1.439 7.014 -3.197  0.34
H20 2.914 6.342 -3.931  0.36
H21 2.898 6.851 -2.277  0.43
H22 1.295 4.425 -3.228  -0.54
H23 3.029 3.015 -2.328  -0.37
H24 4.083 4.446 -2.079  0.31
H25 3.101 4.043 -5.984  0.35
H26 2.109 3.168 -4.823  0.02
H27 3.596 2.525 -5.098  0.35
H28 2.165 5.272 -0.497  0.33
H29 1.281 4.056 -0.883  0.14
C11 0.422 -4.627 3.102  -1.49
C12 -0.609 -3.667 2.558  1.55
C13 -1.568 -3.085 3.541  -0.54
O5 -2.397 -2.308 2.661  -0.10
C14 -2.830 -1.114 3.337  -1.11
N2 0.155 -2.715 1.752  0.53
H30 -0.056 -5.475 3.593  0.42
H31 1.072 -4.106 3.805  0.33
H32 0.938 -5.127 2.282  0.26
H33 -1.263 -4.188 1.859  -0.98
H34 -0.981 -2.507 4.255  0.27
H35 -2.162 -3.861 4.023  0.26
H36 -2.923 -1.100 4.423  0.52
H37 -3.836 -0.905 2.974  0.38
H38 -2.234 -0.219 3.157  0.27
H39 -0.440 -1.935 1.513  -0.08
H40 0.721 -2.128 2.348  -0.20
C15 6.145 -2.931 -1.252  -1.41
C16 4.796 -2.822 -2.090  0.33
C17 3.631 -3.697 -1.493  0.00
O6 3.852 -5.127 -1.525  -0.48
C18 2.925 -5.985 -0.718  -0.48
N3 4.363 -1.404 -1.858  0.00
H41 6.438 -3.980 -1.225  0.40
H42 6.098 -2.488 -0.257  0.12
H43 6.965 -2.512 -1.836  0.45
H44 5.056 -3.067 -3.120  0.38
H45 2.718 -3.609 -2.082  -0.06
H46 3.459 -3.351 -0.474  0.19
H47 1.965 -5.894 -1.227  0.17
H48 2.745 -5.524 0.253  0.19
H49 3.348 -6.986 -0.801  0.29
H50 3.629 -1.233 -2.530  -0.47
H51 5.062 -0.710 -2.081  0.28
C19 -1.269 -4.402 -1.036  -0.75
C20 -2.727 -4.682 -0.602  0.26
C21 -2.812 -5.982 0.193  -0.82
O7 -4.119 -6.222 0.520  -0.32
C22 -4.421 -7.512 1.094  -0.86
N4 -3.045 -3.468 0.200  -0.47
H52 -1.128 -3.340 -1.239  -0.46
H53 -0.769 -5.083 -1.724  0.72
H54 -0.519 -4.652 -0.287  0.24
H55 -3.333 -4.880 -1.486  0.55
H56 -2.190 -5.902 1.084  0.24
H57 -2.426 -6.781 -0.440  0.53
H58 -3.845 -8.356 0.713  0.34
H59 -5.493 -7.691 1.179  0.26
H60 -4.038 -7.597 2.110  0.33
H61 -3.803 -3.910 0.700  0.37
H62 -2.304 -3.329 0.872  -0.35
C23 -3.491 1.498 -0.679  -1.46
C24 -3.554 -0.026 -0.157  2.15
C25 -5.044 -0.582 -0.122  -0.88
O8 -5.882 -0.113 0.928  -0.29
C26 -7.127 -0.734 1.038  -0.95
N5 -2.711 -0.811 -1.017  -0.45
H63 -3.724 1.730 -1.718  0.53
H64 -2.479 1.870 -0.519  -0.02
H65 -4.169 2.184 -0.170  0.53
H66 -3.093 -0.115 0.826  -0.82
H67 -4.997 -1.654 0.072  0.20
H68 -5.501 -0.603 -1.111  0.43
H69 -7.560 -1.143 0.125  0.36
H70 -7.902 -0.151 1.535  0.27
H71 -7.100 -1.639 1.646  0.33
H72 -1.810 -0.371 -1.139  -0.11
H73 -2.640 -1.785 -0.760  -0.05
C27 0.764 -1.850 -2.527  0.14
C28 1.338 -0.876 -3.665  -0.42
C29 1.722 0.505 -3.122  -0.01
O9 0.608 1.176 -2.519  -0.13
C30 -0.509 1.454 -3.330  -0.06
N6 2.510 -1.407 -4.339  -0.53
H74 0.801 -2.888 -2.860  0.78
H75 -0.189 -1.581 -2.071  -0.63
H76 1.478 -1.797 -1.704  -0.33
H77 0.530 -0.745 -4.384  0.87
H78 2.072 1.126 -3.947  0.00
H79 2.541 0.419 -2.407  -0.27
H80 -0.772 0.555 -3.887  0.34
H81 -0.191 2.251 -4.002  -0.11
H82 -1.434 1.818 -2.882  -0.38
H83 2.341 -1.019 -5.257  0.32
H84 2.429 -2.394 -4.538  0.24
C31 1.104 0.251 0.653  1.17
O10 1.396 1.399 -0.096  -0.39
H85 0.016 0.271 0.606  -0.02
H86 1.557 -0.594 0.134  0.20
H87 1.335 0.330 1.715  -0.36
H88 1.337 1.225 -1.038  -0.21
C32 0.246 2.356 5.402  -0.84
O11 -0.206 1.891 4.127  -0.46
H89 -0.573 2.780 5.982  0.33
H90 0.766 1.680 6.081  0.34
H91 0.994 3.120 5.191  0.31
H92 -1.011 2.369 3.915  0.18
C33 5.060 -1.038 2.302  -0.32
O12 4.577 -0.593 3.566  -0.56
H93 4.337 -0.769 1.532  -0.07
H94 6.019 -0.636 1.974  0.35
H95 5.068 -2.127 2.258  0.30
H96 3.620 -0.559 3.635  0.37
C34 -2.459 4.988 0.473  -0.37
O13 -3.316 5.101 1.615  -0.60
H97 -2.115 3.954 0.473  -0.17
H98 -2.845 5.365 -0.474  0.50
H99 -1.483 5.459 0.589  0.31
H100 -4.157 5.369 1.238  0.29
C35 1.434 -1.004 4.808  -0.20
O14 2.043 0.155 4.203  -0.50
H101 2.069 -1.342 5.628  0.40
H102 0.485 -0.729 5.269  0.31
H103 1.216 -1.749 4.043  -0.28
H104 1.441 0.863 3.964  0.25

Output
- spin multiplicity = 1
- largest force on an atom (eV Å⁻¹) = 3.4
- calculated total energy (eV) = -75576.5024
- gap between HOMO and LUMO (eV) = 9.1
- relative energy (zero: lowest compared OMol25 entry of this formula, charge and spin) (eV) = 4.282

No. 2
The following is a quantum chemistry calculation of 2 unconnected molecules or ions with the total composition C4H14NO2 at a distorted geometry, from OMol25.

Each line ends with the Mulliken charge.
CARTESIAN COORDINATES (ANGSTROEM)
O1 -1.158 -0.295 -2.028  -0.55
C1 -0.942 -1.587 -1.413  -0.55
C2 -0.217 -1.344 -0.097  -0.64
N1 0.620 -0.114 -0.156  -0.18
C3 1.453 0.105 1.075  -0.32
C4 0.607 0.458 2.316  -1.15
H1 -1.756 -0.496 -2.757  0.35
H2 -1.929 -2.027 -1.243  0.36
H3 -0.434 -2.290 -2.087  0.36
H4 -0.861 -1.311 0.799  0.39
H5 0.524 -2.167 0.116  0.44
H6 -0.124 0.653 -0.342  0.41
H7 1.239 -0.302 -0.951  0.36
H8 1.958 -0.835 1.280  0.35
H9 2.268 0.826 0.822  0.40
H10 0.929 1.460 2.632  0.26
H11 -0.472 0.491 2.140  0.40
H12 0.719 -0.241 3.135  0.34
H13 -0.767 2.609 0.965  0.29
H14 0.257 3.024 -0.126  0.29
O2 -0.237 2.277 0.234  -0.60

Output
- spin multiplicity = 1
- charge = +1
- largest force on an atom (eV Å⁻¹) = 2.5
- calculated total energy (eV) = -9953.4259
- gap between HOMO and LUMO (eV) = 11.8
- relative energy (zero: lowest compared OMol25 entry of this formula, charge and spin) (eV) = 1.335

No. 3
The following is a quantum chemistry calculation of 14 unconnected molecules or ions with the total composition C47H94O32 at a distorted geometry, from OMol25.

Each line ends with the Mulliken charge.
CARTESIAN COORDINATES (ANGSTROEM)
C1 -6.915 -0.412 2.440  -0.75
C2 -6.480 0.999 2.865  -0.54
C3 -4.956 0.910 2.946  1.77
O1 -4.565 -0.185 2.125  0.15
C4 -5.607 -1.128 2.018  -0.63
H1 -7.566 -0.406 1.565  0.27
H2 -7.451 -0.913 3.246  0.27
H3 -6.902 1.344 3.802  0.40
H4 -6.742 1.675 2.048  0.25
H5 -4.609 0.716 3.969  0.41
H6 -4.424 1.801 2.610  -1.89
H7 -5.432 -2.028 2.620  0.25
H8 -5.656 -1.421 0.969  0.39
C5 -5.724 2.583 -0.746  -0.38
C6 -5.713 3.051 -2.177  -0.82
C7 -4.184 3.065 -2.437  -0.58
O2 -3.629 2.098 -1.565  -0.20
C8 -4.660 1.504 -0.764  1.87
H9 -6.673 2.151 -0.393  0.36
H10 -5.502 3.407 -0.061  0.34
H11 -6.147 4.036 -2.340  0.37
H12 -6.171 2.346 -2.873  0.32
H13 -3.763 4.043 -2.200  0.35
H14 -3.969 2.784 -3.467  0.25
H15 -4.309 1.257 0.232  -2.07
H16 -5.009 0.599 -1.274  0.42
C9 6.654 -3.471 1.938  -0.66
C10 5.173 -3.638 2.303  -0.61
C11 4.548 -2.711 1.244  1.00
O3 5.525 -1.711 0.942  -0.32
C12 6.691 -1.968 1.721  -0.53
H17 6.845 -3.976 0.986  0.25
H18 7.367 -3.862 2.665  0.43
H19 4.959 -3.258 3.302  0.32
H20 4.893 -4.686 2.195  0.31
H21 3.623 -2.285 1.650  -0.50
H22 4.285 -3.291 0.350  -0.25
H23 6.688 -1.436 2.682  0.26
H24 7.563 -1.645 1.149  0.32
C13 4.939 3.169 -2.880  -0.65
C14 4.085 2.087 -2.200  -0.25
C15 2.757 2.228 -2.941  0.47
O4 3.141 2.465 -4.300  -0.51
C16 4.381 3.180 -4.327  -0.55
H25 5.994 2.886 -2.881  0.37
H26 4.808 4.151 -2.431  0.15
H27 4.039 2.253 -1.121  0.50
H28 4.543 1.103 -2.314  0.39
H29 2.172 3.095 -2.605  -0.08
H30 2.146 1.325 -2.868  -0.46
H31 4.221 4.228 -4.639  0.34
H32 5.041 2.768 -5.098  0.20
C17 0.633 4.050 0.558  -0.51
C18 1.612 4.617 -0.446  0.35
C19 2.853 4.846 0.411  -0.58
O5 2.859 3.736 1.350  -0.52
C20 1.565 3.121 1.409  0.25
H33 -0.214 3.467 0.194  0.24
H34 0.243 4.829 1.221  0.35
H35 1.245 5.586 -0.825  0.49
H36 1.789 3.989 -1.317  -0.59
H37 2.871 5.755 1.026  0.32
H38 3.775 4.825 -0.179  0.24
H39 1.149 3.009 2.408  0.04
H40 1.679 2.162 0.892  -0.10
C21 4.377 1.691 -8.605  -0.65
O6 3.559 0.559 -8.482  -0.34
C22 3.697 -0.193 -7.440  0.84
O7 3.231 -1.266 -7.329  -0.56
O8 4.408 0.399 -6.524  -0.31
C23 4.593 -0.322 -5.311  -0.69
H41 4.159 2.166 -9.554  0.30
H42 5.442 1.430 -8.638  0.30
H43 4.265 2.385 -7.774  0.19
H44 5.549 -0.056 -4.877  0.35
H45 4.517 -1.386 -5.479  0.53
H46 3.782 0.054 -4.686  -0.02
C24 -1.385 -0.616 1.399  0.10
O9 -0.813 -0.575 0.102  0.11
C25 0.481 -0.699 0.045  0.41
O10 1.232 -0.768 0.972  -0.33
O11 0.809 -0.792 -1.200  0.09
C26 2.162 -0.953 -1.535  0.48
H47 -2.459 -0.596 1.250  -0.26
H48 -1.077 0.252 1.988  -0.02
H49 -1.125 -1.552 1.887  0.17
H50 2.548 -1.954 -1.333  -0.60
H51 2.762 -0.254 -0.940  0.26
H52 2.314 -0.735 -2.587  -0.61
C27 -3.274 2.742 1.566  -1.44
O12 -2.839 2.710 2.897  0.20
C28 -2.875 3.860 3.521  0.32
O13 -3.298 4.901 3.100  -0.63
O14 -2.299 3.660 4.702  -0.03
C29 -2.411 4.692 5.642  -1.06
H53 -2.881 3.561 0.963  0.50
H54 -4.362 2.730 1.472  0.34
H55 -2.927 1.828 1.082  0.01
H56 -2.340 4.284 6.646  0.31
H57 -3.377 5.203 5.581  0.36
H58 -1.644 5.457 5.510  0.31
C30 -2.223 -3.138 4.012  -0.55
O15 -1.105 -3.560 3.257  -0.03
C31 -0.591 -4.740 3.425  0.49
O16 -0.965 -5.587 4.129  -0.57
O17 0.469 -4.746 2.664  0.03
C32 1.177 -5.975 2.602  -0.82
H59 -2.466 -2.109 3.794  -0.05
H60 -2.002 -3.256 5.074  0.38
H61 -3.109 -3.705 3.721  0.31
H62 1.338 -6.404 3.591  0.40
H63 2.163 -5.775 2.186  0.06
H64 0.660 -6.681 1.951  0.37
C33 -5.215 2.734 7.996  -0.72
O18 -3.838 2.340 7.894  -0.44
C34 -3.410 2.134 6.714  0.85
O19 -3.950 2.419 5.713  -0.47
O20 -2.296 1.530 6.817  -0.44
C35 -1.668 1.211 5.563  0.19
H65 -5.767 1.900 8.429  0.28
H66 -5.606 2.908 6.989  0.29
H67 -5.308 3.631 8.595  0.27
H68 -2.411 0.784 4.894  -0.13
H69 -0.869 0.521 5.796  0.30
H70 -1.226 2.092 5.099  0.20
C36 -1.472 -2.318 -2.617  -0.18
O21 -2.379 -3.014 -1.764  0.23
C37 -3.274 -3.737 -2.359  0.47
O22 -3.416 -3.878 -3.538  -0.59
O23 -4.024 -4.283 -1.409  -0.14
C38 -5.030 -5.178 -1.849  -0.77
H71 -1.946 -1.475 -3.111  0.51
H72 -1.010 -2.970 -3.366  0.39
H73 -0.627 -2.006 -2.010  -0.66
H74 -4.637 -6.020 -2.424  0.30
H75 -5.770 -4.663 -2.465  0.29
H76 -5.507 -5.589 -0.964  0.21
C39 0.637 1.321 -5.831  -0.51
O24 0.547 0.022 -6.373  -0.45
C40 0.579 -0.973 -5.515  0.40
O25 0.819 -0.855 -4.376  0.25
O26 0.371 -2.144 -6.101  -0.18
C41 -0.007 -2.297 -7.476  -0.85
H77 -0.334 1.618 -5.416  0.39
H78 0.895 2.049 -6.595  0.31
H79 1.378 1.412 -5.037  0.00
H80 -0.711 -1.543 -7.806  0.35
H81 -0.372 -3.312 -7.606  0.24
H82 0.892 -2.254 -8.103  0.25
C42 2.665 -3.702 -4.754  -0.51
O27 1.715 -3.947 -3.757  -0.20
C43 2.131 -4.239 -2.533  0.78
O28 3.292 -4.366 -2.175  -0.64
O29 1.047 -4.405 -1.750  -0.26
C44 1.268 -4.609 -0.365  -0.72
H83 3.383 -2.955 -4.414  0.14
H84 2.201 -3.298 -5.629  0.02
H85 3.242 -4.599 -4.989  0.47
H86 2.162 -5.218 -0.207  0.47
H87 0.429 -5.183 0.008  0.21
H88 1.388 -3.666 0.169  0.27
C45 1.240 -1.466 4.082  0.43
O30 2.326 -0.628 4.506  -0.43
C46 2.227 0.697 4.638  0.68
O31 1.283 1.426 4.483  -0.38
O32 3.415 1.126 5.058  -0.40
C47 3.724 2.473 4.706  -0.15
H89 1.177 -2.259 4.820  0.42
H90 1.628 -1.923 3.177  -0.33
H91 0.362 -0.878 3.871  -0.16
H92 3.384 3.159 5.483  0.28
H93 3.242 2.757 3.771  -0.14
H94 4.799 2.548 4.595  0.28

Output
- spin multiplicity = 1
- largest force on an atom (eV Å⁻¹) = 4.4
- calculated total energy (eV) = -115778.6647
- gap between HOMO and LUMO (eV) = 9.9
- relative energy (zero: lowest compared OMol25 entry of this formula, charge and spin) (eV) = 1.555

Among the records above, which one has the highest largest force on an atom?
C47H94O32

Number 2 is which compound?
C4H14NO2